This record from the OMol25 dataset describes C57H159AsF7N24O13P6 as an isolated structure in a non-equilibrium geometry. The level of theory is ωB97M-V with the def2-TZVPD basis set.

Its charge is -1. The value obtained for the total energy is -9542.4916 Eh.

CARTESIAN COORDINATES (ANGSTROEM)
C (2.1642, -2.6607, 0.2768)
O (1.9375, -1.3019, -0.1705)
C (2.8764, -0.4614, 0.5035)
C (2.4915, 1.0610, 0.2317)
N (0.9589, 1.2628, 0.1508)
H (0.5158, 0.6163, -0.4862)
H (0.5359, 1.0194, 1.0351)
C (0.4317, 2.7106, -0.0802)
C (-1.1124, 2.7635, 0.0601)
O (-1.6750, 1.6663, -0.6933)
C (-3.0540, 1.8119, -1.0171)
H (1.5754, -3.4007, -0.2652)
H (1.8554, -2.8200, 1.3099)
H (3.2343, -2.8589, 0.2172)
H (3.8841, -0.7192, 0.1778)
H (2.9418, -0.6241, 1.5793)
H (2.9154, 1.4922, -0.6752)
H (2.8630, 1.6411, 1.0764)
H (0.7206, 2.9645, -1.1001)
H (0.9232, 3.3111, 0.6854)
H (-1.3120, 3.6816, -0.4925)
H (-1.4345, 2.8233, 1.0997)
H (-3.4745, 0.8965, -1.4335)
H (-3.0897, 2.6125, -1.7559)
H (-3.5902, 2.0560, -0.1001)
As (6.7333, 4.7645, 0.9853)
F (7.4155, 4.9462, 2.6516)
F (8.3717, 4.4011, 0.3655)
F (5.8529, 4.4958, -0.6566)
F (5.0606, 5.0279, 1.6684)
F (7.0209, 6.4883, 0.4426)
F (6.5409, 3.0300, 1.3030)
F (-0.2327, 1.4406, 3.9838)
C (4.1734, -1.2131, 6.1033)
O (3.2116, -0.4919, 5.9880)
N (5.3149, -0.8001, 5.5985)
C (6.4140, -1.7709, 5.5685)
C (5.5193, 0.5065, 5.0636)
H (4.1467, -2.2379, 6.5048)
H (7.2159, -1.4280, 6.2223)
H (6.7304, -1.9265, 4.5372)
H (6.0385, -2.7454, 5.8808)
H (5.7323, 1.2143, 5.8647)
H (6.3846, 0.5004, 4.4008)
H (4.6603, 0.8162, 4.4684)
C (1.5996, 8.5854, 1.7985)
O (0.5957, 7.9752, 2.2320)
N (1.9457, 9.7875, 2.2131)
C (3.0395, 10.5917, 1.4901)
C (1.2187, 10.5024, 3.2214)
H (2.2460, 8.1621, 1.0142)
H (3.6062, 9.9237, 0.8415)
H (3.6867, 11.1348, 2.1788)
H (2.6851, 11.3312, 0.7721)
H (0.9677, 11.5272, 2.9478)
H (0.3383, 9.9803, 3.5962)
H (1.7729, 10.6130, 4.1535)
C (6.1416, -8.0703, 4.1527)
O (6.5716, -9.2326, 4.3253)
N (5.1130, -7.4992, 4.8143)
C (4.4687, -6.3872, 4.0881)
C (4.3935, -8.2483, 5.9109)
H (6.4966, -7.4181, 3.3398)
H (5.0524, -5.8679, 3.3281)
H (3.6151, -6.7936, 3.5456)
H (4.1583, -5.5575, 4.7232)
H (4.0293, -7.5103, 6.6256)
H (3.5791, -8.8259, 5.4736)
H (5.0996, -8.9066, 6.4170)
C (-2.6627, 0.0240, -5.3140)
O (-3.1552, 0.9434, -5.9435)
N (-3.2514, -1.1509, -5.1239)
C (-2.6851, -2.1396, -4.2320)
C (-4.5429, -1.4504, -5.7811)
H (-1.7066, 0.1226, -4.7770)
H (-1.6024, -2.0472, -4.3177)
H (-3.0277, -3.1523, -4.4446)
H (-2.9566, -1.9217, -3.1991)
H (-5.2007, -0.5887, -5.8946)
H (-4.3679, -1.9666, -6.7251)
H (-5.2263, -2.1140, -5.2514)
C (9.5642, -3.3570, 0.3726)
O (8.7302, -3.5674, 1.2233)
N (9.8116, -2.1997, -0.2907)
C (10.8079, -2.1132, -1.2763)
C (9.0453, -0.9387, -0.1676)
H (10.1460, -4.1836, -0.0638)
H (11.5492, -1.3347, -1.0962)
H (10.4342, -1.8136, -2.2554)
H (11.2479, -3.1036, -1.3935)
H (8.5860, -0.8002, -1.1464)
H (8.2595, -0.8051, 0.5759)
H (9.6764, -0.0683, 0.0117)
O (2.4581, 0.0020, -5.2789)
P (3.4034, -0.2324, -6.4485)
N (5.0484, -0.0732, -5.8997)
C (5.6466, -1.2977, -5.2864)
C (5.5004, 1.1953, -5.3195)
N (3.1892, 0.8538, -7.7252)
C (1.8042, 1.2073, -8.0776)
C (4.2016, 1.0068, -8.8223)
N (3.1677, -1.8160, -7.2087)
C (3.7270, -2.2184, -8.4831)
C (2.5141, -2.8806, -6.5107)
H (5.1137, -1.6687, -4.4109)
H (6.7011, -1.1341, -5.0643)
H (5.6792, -2.1528, -5.9615)
H (5.0269, 1.3094, -4.3443)
H (5.2962, 2.1243, -5.8519)
H (6.5256, 1.3268, -4.9733)
H (1.2164, 0.2986, -8.2068)
H (1.3229, 1.7418, -7.2586)
H (1.7529, 1.8628, -8.9470)
H (5.1854, 0.6513, -8.5159)
H (4.0243, 0.3438, -9.6692)
H (4.3549, 2.0324, -9.1579)
H (4.6190, -1.5921, -8.4933)
H (4.1320, -3.2272, -8.5629)
H (3.0529, -2.0527, -9.3235)
H (2.2305, -2.6061, -5.4947)
H (3.2945, -3.6054, -6.2790)
H (1.8295, -3.3663, -7.2060)
O (1.0586, 8.2958, -7.3465)
P (1.9608, 8.1547, -6.1856)
N (1.5106, 6.7522, -5.3153)
C (0.0916, 6.4808, -5.0898)
C (2.4316, 5.9620, -4.5028)
N (1.8967, 9.3306, -4.9969)
C (2.8681, 9.3857, -3.8406)
C (0.7269, 10.2276, -4.7865)
N (3.5367, 7.8544, -6.6240)
C (4.3051, 9.0834, -6.8489)
C (3.9413, 6.8234, -7.5663)
H (-0.5640, 6.7982, -5.9006)
H (-0.3456, 7.0033, -4.2389)
H (-0.1879, 5.4357, -4.9564)
H (2.4966, 6.3326, -3.4798)
H (3.4321, 6.0090, -4.9327)
H (2.1752, 4.9077, -4.3985)
H (3.5227, 8.5167, -3.9071)
H (3.4307, 10.3146, -3.7467)
H (2.2536, 9.1963, -2.9604)
H (0.7966, 10.9571, -3.9796)
H (0.4780, 10.7177, -5.7278)
H (-0.0831, 9.5792, -4.4524)
H (3.8495, 9.7121, -7.6139)
H (4.4593, 9.7551, -6.0045)
H (5.2806, 8.8450, -7.2728)
H (3.5790, 5.8857, -7.1448)
H (5.0302, 6.7832, -7.5929)
H (3.4670, 7.0131, -8.5292)
O (-8.5678, -0.2748, -3.4417)
P (-9.6667, 0.6525, -3.5079)
N (-11.1938, -0.0899, -3.9085)
C (-12.4169, 0.5154, -4.2316)
C (-11.3611, -1.4871, -3.5944)
N (-9.4371, 1.9843, -4.6146)
C (-9.7911, 1.8551, -6.0530)
C (-8.2240, 2.7933, -4.3773)
N (-9.9110, 1.4403, -2.0438)
C (-9.6597, 0.7061, -0.8300)
C (-10.9723, 2.4309, -1.9606)
H (-12.9370, 0.6643, -3.2854)
H (-13.1708, 0.0219, -4.8450)
H (-12.3171, 1.5727, -4.4769)
H (-11.5959, -1.5344, -2.5310)
H (-10.4531, -2.0672, -3.7591)
H (-12.1410, -1.9488, -4.1999)
H (-9.7116, 2.8081, -6.5761)
H (-9.0769, 1.1970, -6.5480)
H (-10.7986, 1.4486, -6.1415)
H (-8.0477, 3.4068, -5.2608)
H (-8.2293, 3.3926, -3.4668)
H (-7.3250, 2.1769, -4.3691)
H (-9.9153, -0.3268, -1.0666)
H (-8.6624, 0.8729, -0.4230)
H (-10.3443, 1.0878, -0.0725)
H (-11.9418, 1.9771, -1.7553)
H (-11.1703, 2.9814, -2.8803)
H (-10.7396, 3.1994, -1.2235)
O (-1.8618, -1.8476, 6.0920)
P (-2.7525, -2.9037, 5.5430)
N (-2.3028, -4.5787, 5.7431)
C (-0.9739, -4.9729, 6.1138)
C (-3.0721, -5.5909, 5.1045)
N (-3.0388, -2.7341, 3.8433)
C (-1.9883, -3.0516, 2.8535)
C (-3.8019, -1.6012, 3.3538)
N (-4.3295, -2.8741, 6.2691)
C (-5.5326, -3.3416, 5.5265)
C (-4.3429, -2.9759, 7.7517)
H (-1.0047, -5.7811, 6.8446)
H (-0.4301, -4.1925, 6.6460)
H (-0.3605, -5.2748, 5.2649)
H (-4.1506, -5.5482, 5.2565)
H (-2.7186, -6.5674, 5.4355)
H (-2.8290, -5.6257, 4.0425)
H (-1.0914, -2.4410, 2.9574)
H (-1.6697, -4.0935, 2.8849)
H (-2.3785, -2.8839, 1.8497)
H (-4.3333, -1.9134, 2.4548)
H (-4.5057, -1.1797, 4.0715)
H (-3.1415, -0.7930, 3.0395)
H (-5.3013, -3.8890, 4.6128)
H (-6.1661, -3.9858, 6.1362)
H (-6.1023, -2.4368, 5.3143)
H (-5.3526, -2.6537, 8.0060)
H (-3.5916, -2.3018, 8.1633)
H (-4.1498, -3.9980, 8.0777)
O (-0.2759, -9.6255, -1.7802)
P (0.7814, -10.6040, -1.3647)
N (2.3328, -10.4380, -2.0154)
C (3.0602, -9.2446, -1.5808)
C (2.7239, -10.9810, -3.3419)
N (0.3829, -12.2118, -1.7337)
C (-0.6239, -12.5478, -2.7668)
C (1.1343, -13.3776, -1.2193)
N (0.9957, -10.6888, 0.3058)
C (0.0199, -10.0668, 1.1360)
C (2.0238, -11.4474, 1.0231)
H (2.5119, -8.8810, -0.7118)
H (2.9782, -8.5184, -2.3896)
H (4.0929, -9.4663, -1.3115)
H (2.6350, -12.0673, -3.3311)
H (3.6803, -10.5463, -3.6324)
H (2.0586, -10.5970, -4.1151)
H (-1.0949, -13.5136, -2.5835)
H (-1.3187, -11.7092, -2.8116)
H (-0.2359, -12.6422, -3.7810)
H (2.1206, -12.9230, -1.1258)
H (0.6761, -13.7394, -0.2988)
H (1.2600, -14.2057, -1.9169)
H (-0.8463, -10.7133, 0.9948)
H (0.2626, -9.9780, 2.1949)
H (-0.1649, -9.0616, 0.7570)
H (1.5456, -12.3790, 1.3254)
H (2.5767, -10.9074, 1.7917)
H (2.7936, -11.8064, 0.3401)
O (-2.4910, 3.0485, 8.1070)
P (-3.2511, 4.2830, 8.5287)
N (-4.0454, 4.9730, 7.1955)
C (-4.7008, 6.2460, 7.4551)
C (-4.5798, 4.2152, 6.0043)
N (-2.3730, 5.4854, 9.3039)
C (-1.7502, 5.2612, 10.6228)
C (-1.7961, 6.6480, 8.5722)
N (-4.5600, 4.0275, 9.6475)
C (-5.2396, 5.0406, 10.4969)
C (-5.1343, 2.6803, 9.8294)
H (-4.4376, 6.9034, 6.6264)
H (-4.3965, 6.8098, 8.3369)
H (-5.7811, 6.1480, 7.5619)
H (-5.6235, 3.9654, 6.1953)
H (-3.9976, 3.3086, 5.8397)
H (-4.4825, 4.8936, 5.1567)
H (-1.4055, 4.2274, 10.5973)
H (-0.9664, 5.9530, 10.9314)
H (-2.5802, 5.1271, 11.3165)
H (-2.3101, 6.9036, 7.6456)
H (-1.9446, 7.4895, 9.2489)
H (-0.7360, 6.4582, 8.4037)
H (-4.7240, 5.9972, 10.4129)
H (-6.2621, 5.1797, 10.1458)
H (-5.4033, 4.5183, 11.4395)
H (-4.8588, 2.1999, 10.7682)
H (-4.6943, 2.0463, 9.0596)
H (-6.2068, 2.6485, 9.6380)

Mulliken atomic charge list, values in e, 6 entries:
1. C -0.804
2. O -0.230
3. C -0.688
4. C -0.789
5. N -0.191
6. H 0.445

This record from the OMol25 dataset describes C57H40Cl5N2O4P2PbS as an isolated structure in a non-equilibrium geometry. The level of theory is ωB97M-V with the def2-TZVPD basis set.

Its charge is +1. The energy relative to the best compared isomer or geometry (same formula, charge and spin) is 110.5 kcal/mol.

CARTESIAN COORDINATES (ANGSTROEM)
Pb (-1.0135, -0.5647, -0.0721)
C (-3.9082, -2.1567, -3.1448)
O (-2.9558, -2.9392, -3.8757)
C (-2.2191, -3.8238, -3.1462)
C (-2.3944, -5.1843, -3.3464)
C (-1.6098, -6.1307, -2.6864)
C (-0.6771, -5.7155, -1.7561)
C (-0.4936, -4.3512, -1.5318)
C (0.3945, -3.8798, -0.4696)
N (0.4337, -2.7102, 0.0761)
N (1.3941, -2.5856, 1.0231)
C (1.0747, -1.7080, 1.9401)
O (-0.0212, -1.0124, 1.9572)
C (2.0572, -1.4884, 3.0455)
C (3.3839, -1.9108, 2.9608)
C (4.2494, -1.6975, 4.0243)
C (3.7955, -1.0656, 5.1783)
C (2.4773, -0.6387, 5.2600)
C (1.6123, -0.8518, 4.1961)
C (-1.1904, -3.4337, -2.2988)
O (-0.5760, -2.2391, -2.1818)
H (-4.0179, -1.2112, -3.6647)
H (-3.5700, -1.9648, -2.1303)
H (-4.8668, -2.6769, -3.1176)
H (-3.1489, -5.4885, -4.0650)
H (-1.7614, -7.1880, -2.8800)
H (-0.1011, -6.4353, -1.1779)
H (1.0157, -4.6429, 0.0033)
H (3.7261, -2.4045, 2.0629)
H (5.2795, -2.0332, 3.9588)
H (4.4675, -0.9191, 6.0184)
H (2.1207, -0.1430, 6.1570)
H (0.5774, -0.5291, 4.2549)
O (-1.3140, -1.0276, -2.2665)
S (-1.5406, 1.7185, -1.8890)
C (-1.1438, 3.2249, -1.0061)
C (-1.1225, 4.4106, -1.7396)
C (-0.8037, 5.6107, -1.1314)
C (-0.5016, 5.6416, 0.2238)
C (-0.5472, 4.4744, 0.9657)
C (-0.8859, 3.2492, 0.3769)
P (-0.9657, 1.7606, 1.4379)
C (-2.4510, 1.8903, 2.4587)
C (-2.8537, 0.7169, 3.1051)
C (-4.0074, 0.7129, 3.8760)
C (-4.7464, 1.8801, 4.0200)
C (-4.3392, 3.0486, 3.3892)
C (-3.2014, 3.0549, 2.5951)
C (0.4056, 2.0181, 2.5974)
C (0.2270, 2.7234, 3.7890)
C (1.3290, 3.0450, 4.5718)
C (2.6049, 2.6580, 4.1775)
C (2.7809, 1.9244, 3.0132)
C (1.6816, 1.6008, 2.2309)
C (-0.2525, 1.7556, -3.1215)
C (-0.5648, 2.4138, -4.3104)
C (0.3914, 2.5720, -5.2990)
C (1.6799, 2.1005, -5.0899)
C (1.9810, 1.4129, -3.9221)
C (1.0100, 1.1877, -2.9367)
P (1.5070, 0.0906, -1.5425)
C (2.1881, -1.3661, -2.3811)
C (2.9540, -2.2732, -1.6432)
C (3.4181, -3.4434, -2.2300)
C (3.0848, -3.7396, -3.5447)
C (2.2869, -2.8606, -4.2715)
C (1.8387, -1.6831, -3.6952)
C (2.9304, 1.0746, -0.9310)
C (2.6773, 2.4339, -0.7002)
C (3.6831, 3.2767, -0.2531)
C (4.9532, 2.7682, 0.0022)
C (5.2076, 1.4187, -0.2005)
C (4.2034, 0.5712, -0.6693)
H (-1.3536, 4.3927, -2.7965)
H (-0.7934, 6.5252, -1.7156)
H (-0.2273, 6.5754, 0.7046)
H (-0.3011, 4.5078, 2.0188)
H (-2.2545, -0.1876, 3.0088)
H (-4.3376, -0.2044, 4.3534)
H (-5.6459, 1.8785, 4.6252)
H (-4.9151, 3.9576, 3.5036)
H (-2.9111, 3.9602, 2.0778)
H (-0.7692, 3.0151, 4.1044)
H (1.1897, 3.6118, 5.4851)
H (3.4639, 2.9188, 4.7885)
H (3.7712, 1.5985, 2.7089)
H (1.8217, 1.0171, 1.3331)
H (-1.5702, 2.7935, -4.4615)
H (0.1308, 3.0680, -6.2299)
H (2.4475, 2.2446, -5.8441)
H (2.9819, 1.0254, -3.7732)
H (3.1592, -2.0890, -0.5939)
H (4.0267, -4.1316, -1.6510)
H (3.4322, -4.6621, -4.0000)
H (2.0028, -3.0985, -5.2911)
H (1.1933, -1.0251, -4.2653)
H (1.6825, 2.8407, -0.8786)
H (3.4747, 4.3323, -0.1019)
H (5.7440, 3.4251, 0.3527)
H (6.1949, 1.0143, -0.0003)
H (4.4399, -0.4676, -0.8541)
Cl (-2.3318, -3.5604, 1.3824)
C (-3.5457, -2.4956, 0.7896)
C (-3.2321, -1.1956, 0.3973)
C (-4.2906, -0.3538, 0.0603)
Cl (-4.0251, 1.3118, -0.3341)
C (-5.6084, -0.8016, 0.0460)
Cl (-6.8828, 0.2604, -0.3961)
C (-5.8913, -2.1143, 0.3972)
Cl (-7.5089, -2.6737, 0.3931)
C (-4.8618, -2.9629, 0.7835)
Cl (-5.2162, -4.5743, 1.2454)

Mulliken atomic charge list, values in e, 6 entries:
1. Pb 0.828
2. C -0.481
3. O -0.525
4. C -0.441
5. C -0.278
6. C -0.937